Entry 1:
ORCA calculation (ωB97M-V/def2-TZVPD) on a structure of composition C10H18CeN3O7P.

CARTESIAN COORDINATES (ANGSTROEM)
Ce: -0.24922 0.23394 0.10559
O: -0.44532 -1.98588 0.34377
C: 0.24770 -2.90614 0.85833
C: 1.59781 -2.75116 1.27339
C: 2.19285 -3.92465 1.81181
C: 3.50976 -3.88759 2.20186
C: 4.27009 -2.72967 2.08459
C: 3.70623 -1.57629 1.56077
C: 2.37688 -1.55138 1.14403
O: 1.84642 -0.43025 0.62320
N: 4.13448 -5.11198 2.75491
O: 5.30154 -5.03996 3.03807
O: 3.43138 -6.08763 2.80529
H: -0.23884 -3.88149 0.98801
H: 1.62769 -4.84127 1.91169
H: 5.30112 -2.75591 2.41067
H: 4.31007 -0.68431 1.48892
N: 3.33140 1.79120 -0.43347
C: 2.62603 3.03922 0.01148
P: 0.81826 2.90189 -0.31955
O: 0.59468 1.90148 -1.44175
O: 0.07569 2.43891 0.91043
C: 0.38826 4.62136 -0.80296
N: -0.90439 4.77476 -1.54266
H: 3.24685 1.65864 -1.44849
H: 2.92216 0.89966 0.03531
H: 4.33196 1.85575 -0.21253
H: 3.09591 3.88725 -0.48851
H: 2.78686 3.14393 1.09185
H: 1.16081 5.03175 -1.45707
H: 0.31158 5.25376 0.08695
H: -1.72645 4.58918 -0.95026
H: -0.95988 4.16896 -2.37532
H: -0.99699 5.74862 -1.87482
C: -3.08184 -0.24505 -0.96386
O: -2.66837 0.58806 0.16051
H: -3.99406 0.16366 -1.41005
H: -3.21060 -1.28867 -0.63907
H: -2.27792 -0.18503 -1.73509
H: -3.39517 0.62784 0.80149

Energy relative to the best compared isomer or geometry (same formula, charge and spin) ... 0.0 kcal per mole
Total charge ... +3
Spin multiplicity ... 2
LUMO energy (spin up / spin down) ... -9.4195 / -9.3993 eV
HOMO-LUMO gap (spin up / spin down) ... 8.09 / 8.12 eV

***

Entry 2:
ORCA calculation (ωB97M-V/def2-TZVPD) on a structure of composition C30H32AsCl5IN4O4Si2Ti.

CARTESIAN COORDINATES (ANGSTROEM)
Ti: -0.45735 -0.64805 0.63182
Cl: 0.83988 3.41455 6.50270
C: 0.25510 2.46158 5.20350
C: 1.11539 1.59603 4.53522
Cl: 2.77020 1.45882 4.97065
C: 0.61574 0.83611 3.49434
Cl: 1.62483 -0.20702 2.52805
C: -0.72330 0.86413 3.11940
O: -1.15463 0.03286 2.18086
C: -1.56192 1.76725 3.76106
Cl: -3.19343 1.86027 3.22802
C: -1.08052 2.55539 4.80044
Cl: -2.13859 3.64777 5.58869
N: -7.91962 4.15215 -4.46004
C: -7.06873 3.63224 -3.88513
C: -5.99958 2.97400 -3.15918
C: -5.79529 3.26148 -1.81316
C: -4.78252 2.61898 -1.11864
C: -3.97895 1.68589 -1.76299
C: -4.18148 1.40317 -3.10866
C: -5.18855 2.04797 -3.80903
C: -2.91024 0.97031 -1.00133
C: -1.72793 1.68135 -0.80023
C: -1.45648 3.00379 -1.21100
C: -0.20853 3.34220 -0.72147
C: 0.25855 2.21513 -0.02684
N: -0.63378 1.21998 -0.06507
C: -3.21277 -0.31416 -0.54679
C: -4.45033 -0.98405 -0.68177
C: -4.31959 -2.22307 -0.09029
C: -3.00324 -2.29526 0.39168
N: -2.33305 -1.17256 0.13890
H: -6.42738 3.98619 -1.31727
H: -4.61749 2.83495 -0.06762
H: -3.54992 0.67519 -3.60675
H: -5.35207 1.83592 -4.85827
H: -2.12415 3.62582 -1.79292
H: 0.31739 4.27965 -0.83805
H: 1.19538 2.10121 0.50122
H: -5.33351 -0.57197 -1.15002
H: -5.06882 -2.99528 0.00148
H: -2.53912 -3.12287 0.89761
O: 1.15163 -0.85501 -0.36553
O: -0.09668 -1.24369 -1.03498
C: 1.41277 0.34226 -3.59645
Si: 3.00618 -0.11673 -2.77590
C: 4.26150 -0.75474 -3.97957
C: 3.68743 1.33124 -1.84362
As: 2.47211 -1.94063 -1.31493
Si: 4.24556 -1.84229 0.27120
C: 5.65161 -2.57794 -0.69821
C: 3.71983 -3.04253 1.59994
C: 4.72554 -0.20781 1.00460
H: 1.53445 1.29275 -4.12905
H: 0.60754 0.45392 -2.86736
H: 1.11205 -0.42545 -4.31777
H: 4.45546 0.01251 -4.73884
H: 3.91632 -1.65925 -4.49192
H: 5.21150 -0.98413 -3.48209
H: 3.74249 2.19323 -2.52067
H: 4.69471 1.13168 -1.46391
H: 3.04720 1.60713 -1.00028
H: 5.31291 -3.39198 -1.35041
H: 6.40089 -2.98815 -0.01269
H: 6.14096 -1.82462 -1.32797
H: 3.84032 -4.06651 1.23136
H: 2.66948 -2.90487 1.87233
H: 4.32604 -2.92316 2.50526
H: 5.52060 0.25118 0.40910
H: 5.10551 -0.36786 2.01960
H: 3.89682 0.50217 1.06329
N: 0.15136 -4.78313 1.74068
C: 0.03943 -3.54395 2.20971
O: -0.03976 -2.60413 1.40033
C: 0.02606 -3.39094 3.70018
I: -1.84677 -2.66149 4.40175
H: 0.17777 -4.92708 0.74411
H: 0.26356 -5.57491 2.34923
H: 0.78602 -2.68330 4.00743
H: 0.17001 -4.33983 4.19893

Energy relative to the best compared isomer or geometry (same formula, charge and spin) ... 24.0 kcal per mole
Total charge ... +1
LUMO energy ... -3.6148 eV
HOMO-LUMO gap ... 6.90 eV

***

Entry 3:
ORCA calculation (ωB97M-V/def2-TZVPD) on the molecule C6H9NS.

CARTESIAN COORDINATES (ANGSTROEM)
C: 1.33984 2.23599 0.00285
C: 1.34206 0.68812 -0.03567
C: 2.24764 -0.27636 -0.11983
C: 1.71020 -1.67374 0.11205
C: 0.17990 -1.49628 -0.05582
C: -0.00787 0.02472 0.02574
N: -1.09347 0.69436 0.12017
S: -2.54545 -0.12859 -0.05158
H: 1.71239 2.62961 -0.95972
H: 1.96685 2.58252 0.82871
H: 0.31467 2.49153 0.18967
H: 3.33354 -0.07330 -0.15200
H: 2.16004 -2.38934 -0.61018
H: 1.99224 -2.07426 1.11694
H: -0.22560 -1.90224 -0.95389
H: -0.39830 -1.96793 0.72033
H: -3.34488 0.88551 0.22834

Energy relative to the best compared isomer or geometry (same formula, charge and spin) ... 22.2 kcal per mole
Total charge ... 0
LUMO energy ... 0.9749 eV
SMILES ... CC1=CCC/C1=N\S
HOMO-LUMO gap ... 9.19 eV

***

Entry 4:
ORCA calculation (ωB97M-V/def2-TZVPD) on a cluster of 3 separate species, C31H53I2N4O2 in total.

CARTESIAN COORDINATES (ANGSTROEM)
C: -1.84173 3.25636 1.09551
C: -1.60604 4.03735 -0.19598
C: -0.73761 3.29350 -1.23276
C: -1.48636 2.76711 -2.46382
C: -2.76982 1.95167 -2.20354
C: -2.48516 0.43793 -2.12666
C: -2.02158 -0.01045 -0.73872
C: -1.34764 -1.40407 -0.74166
C: 0.13568 -1.33036 -0.89015
C: 0.73791 -0.34157 -1.62007
C: 2.12938 -0.24412 -1.74269
C: 2.75769 0.85673 -2.48299
I: 4.10611 1.96292 -1.30368
C: 2.54300 1.16049 -3.75760
C: 3.18344 2.30155 -4.47365
I: 1.33552 -0.06176 -4.97307
N: 2.92138 -1.10165 -1.14371
N: 2.31332 -2.03745 -0.44074
C: 1.01611 -2.23249 -0.25207
C: 0.61476 -3.37643 0.61790
C: 1.46233 -3.52442 1.88790
C: 1.23515 -2.46298 2.94227
C: 0.62611 -1.23145 2.70449
C: 0.46401 -0.28537 3.72670
C: 0.91491 -0.56692 5.01407
C: 1.51118 -1.80286 5.26096
C: 1.67105 -2.74660 4.24250
H: -2.17642 3.89513 1.90504
H: -2.59900 2.49111 0.94480
H: -0.92284 2.75103 1.38441
H: -2.56062 4.26510 -0.66331
H: -1.12600 4.98003 0.04714
H: -0.00363 4.00909 -1.60044
H: -0.14826 2.51659 -0.74526
H: -0.82003 2.11309 -3.02540
H: -1.73942 3.62494 -3.07943
H: -3.28637 2.22962 -1.28832
H: -3.47184 2.09777 -3.01994
H: -3.40038 -0.10814 -2.34277
H: -1.75218 0.15805 -2.87920
H: -1.33019 0.69119 -0.27993
H: -2.87783 -0.06617 -0.07461
H: -1.63469 -1.94807 0.14795
H: -1.75699 -1.97588 -1.57678
H: 0.14397 0.42698 -2.07902
H: 4.19932 2.02165 -4.74057
H: 3.20787 3.18080 -3.83939
H: 2.62255 2.56239 -5.36120
H: 2.94502 -2.67486 0.02900
H: 0.71933 -4.28844 0.03086
H: -0.42110 -3.29559 0.90953
H: 2.53204 -3.58300 1.67791
H: 1.21265 -4.48147 2.33533
H: 0.24119 -0.97259 1.72656
H: -0.01332 0.65508 3.50502
H: 0.78715 0.17174 5.78795
H: 1.84757 -2.02325 6.26306
H: 2.12957 -3.69555 4.48068
C: -6.75126 6.19237 -5.46478
C: -6.17574 4.80578 -5.19471
C: -5.53367 4.65531 -3.80763
O: -4.25461 5.24925 -3.67703
C: -4.26428 6.64410 -3.42055
N: -5.25401 4.45253 -6.27824
H: -5.97227 6.91918 -5.69233
H: -7.41775 6.15809 -6.32552
H: -7.32287 6.55818 -4.60963
H: -7.00825 4.09685 -5.22736
H: -5.37517 3.58822 -3.62451
H: -6.20488 5.01781 -3.01821
H: -5.11526 6.93037 -2.79716
H: -4.27679 7.22160 -4.34680
H: -3.34456 6.88563 -2.88749
H: -4.95949 3.48578 -6.17205
H: -4.40312 4.99473 -6.15446
C: 4.79143 -5.62233 3.77055
C: 4.66157 -5.21450 5.23524
C: 5.69283 -5.87476 6.16059
O: 5.42445 -7.22543 6.46835
C: 5.86970 -8.17287 5.51397
N: 3.28365 -5.45959 5.67833
H: 4.39525 -6.62094 3.58902
H: 4.22798 -4.93227 3.13879
H: 5.83249 -5.60254 3.44442
H: 4.83895 -4.13556 5.28905
H: 5.67082 -5.34946 7.11880
H: 6.70908 -5.76814 5.75933
H: 6.80776 -7.85936 5.04724
H: 5.11691 -8.35044 4.74188
H: 6.04012 -9.11090 6.03995
H: 3.16748 -5.08633 6.61678
H: 3.17326 -6.46337 5.79779

Total charge ... +1
LUMO energy ... -3.9980 eV
HOMO-LUMO gap ... 6.73 eV

***

Which of these has the lowest total charge?
C6H9NS

***

Look up the total charge of the third one.
0

***

Which value of total charge does entry 1 give?
+3